{
  "formula": "C3H4O3",
  "method": "the ωB97M-V functional and the def2-TZVPD basis",
  "gap_ev": 10.914,
  "spin_multiplicity": 1,
  "symbols": ["O", "C", "O", "C", "C", "O", "H", "H", "H", "H"],
  "coordinates": [[2.91851, -0.01910, -0.22300], [1.82182, -0.00067, -0.51822], [0.55013, 2.35186, 0.12512], [-0.56880, 1.93375, -0.02534], [-0.61550, -1.93070, 0.20809], [0.48692, -2.38504, 0.04800], [-1.43148, 2.38410, 0.50123], [-0.79480, 1.07667, -0.69133], [-0.79856, -1.01579, 0.80822], [-1.51349, -2.40002, -0.23660]],
  "lowdin_charge": [0.07, 0.02, -0.04, -0.16, -0.16, -0.03, 0.08, 0.07, 0.07, 0.08]
}

{
  "formula": "C3H4O3",
  "method": "the ωB97M-V functional and the def2-TZVPD basis",
  "smiles": "C[C@@]1(O)OC1=O",
  "gap_ev": 10.807,
  "spin_multiplicity": 1,
  "symbols": ["C", "C", "O", "O", "C", "O", "H", "H", "H", "H"],
  "coordinates": [[1.10524, 0.63800, 0.09143], [-0.09030, -0.26877, -0.00229], [0.23948, -1.55013, -0.34107], [-1.06483, -0.15060, 1.13862], [-1.45264, 0.22553, -0.06209], [-2.39439, 0.64450, -0.63946], [1.86012, 0.17734, 0.72509], [0.81764, 1.60000, 0.50460], [1.51875, 0.77822, -0.90453], [-0.53906, -2.09408, -0.51029]],
  "lowdin_charge": [0.03, -0.42, 0.09, 0.17, -0.45, 0.17, 0.10, 0.10, 0.10, 0.13]
}

{
  "formula": "C3H4O3",
  "method": "the ωB97M-V functional and the def2-TZVPD basis",
  "smiles": "O=CC(O)C=O",
  "gap_ev": 10.320,
  "spin_multiplicity": 1,
  "symbols": ["O", "C", "C", "O", "C", "O", "H", "H", "H", "H"],
  "coordinates": [[-1.31682, -1.12274, 1.48669], [-1.15149, -0.29509, 0.62918], [-0.02643, -0.34799, -0.41213], [-0.35776, 0.43398, -1.51497], [1.22000, 0.17918, 0.28239], [1.62610, 1.29171, 0.04211], [-1.78620, 0.60924, 0.52002], [0.12954, -1.39584, -0.69940], [0.12782, 1.27002, -1.41578], [1.70214, -0.47955, 1.02607]],
  "lowdin_charge": [0.08, -0.19, -0.33, -0.01, -0.17, 0.08, 0.14, 0.17, 0.10, 0.14]
}

Ordered calculated total energy results: -342.3559, -342.3993, -342.3994; unit Ha.